Record 1
Here is a molecular structure, C34H20Br2F4N2OPPt from the OMol25 dataset. Energies are from the ωB97M-V functional and the def2-TZVPD basis.

Its orbital gap is 6.79 eV. The calculation puts the HOMO energy at -10.369 eV. Its total charge is +1. Its LUMO energy is -3.580 eV.

```
65
C34H20Br2F4N2OPPt the ωB97M-V functional and the def2-TZVPD basis
Pt 0.86 -0.07 0.09
Br 5.10 -0.51 6.29
C 3.87 -0.72 4.86
C 2.65 -1.39 5.08
C 1.73 -1.50 4.08
C 1.97 -0.99 2.78
O 1.05 -1.15 1.89
C 3.23 -0.36 2.56
C 3.62 0.16 1.31
N 2.89 0.20 0.25
C 3.37 0.75 -0.96
C 4.61 0.54 -1.50
C 4.96 1.13 -2.73
C 4.09 1.95 -3.39
C 2.80 2.20 -2.84
C 1.84 3.05 -3.43
C 0.63 3.23 -2.82
C 0.34 2.52 -1.65
N 1.20 1.71 -1.08
C 2.45 1.56 -1.64
C 4.16 -0.22 3.64
H 2.45 -1.81 6.06
H 0.79 -2.00 4.24
H 4.62 0.58 1.26
H 5.31 -0.12 -0.99
H 5.94 0.93 -3.15
H 4.36 2.41 -4.33
H 2.08 3.56 -4.36
H -0.11 3.90 -3.23
H -0.62 2.63 -1.16
H 5.09 0.30 3.47
F -2.95 -6.11 0.26
C -2.60 -4.84 0.14
C -3.54 -3.84 0.28
F -4.81 -4.15 0.49
C -3.15 -2.52 0.18
F -4.10 -1.60 0.33
C -1.83 -2.15 -0.08
P -1.37 -0.38 -0.15
C -2.29 0.42 1.18
C -2.78 1.71 1.02
C -3.37 2.37 2.09
C -3.45 1.75 3.32
C -2.95 0.46 3.49
C -2.36 -0.20 2.43
C -2.06 0.13 -1.74
C -1.19 0.17 -2.84
C -1.66 0.53 -4.09
C -3.00 0.86 -4.25
C -3.87 0.81 -3.17
C -3.41 0.45 -1.92
C -0.91 -3.18 -0.28
Br 0.87 -2.88 -0.84
C -1.28 -4.51 -0.14
F -0.40 -5.48 -0.29
H -2.72 2.20 0.05
H -3.76 3.37 1.96
H -3.90 2.26 4.16
H -3.02 -0.02 4.46
H -1.96 -1.20 2.57
H -0.15 -0.10 -2.70
H -0.99 0.56 -4.93
H -3.37 1.15 -5.23
H -4.92 1.06 -3.30
H -4.09 0.42 -1.08
```

=====

Record 2
Here is a molecular structure, C34H22BrIN4O9S2Y from the OMol25 dataset. Energies are from the ωB97M-V functional and the def2-TZVPD basis.

Its orbital gap is 7.53 eV. The calculation puts the HOMO energy at -5.226 eV. Its total charge is -1. Its LUMO energy is 2.308 eV.

```
74
C34H22BrIN4O9S2Y the ωB97M-V functional and the def2-TZVPD basis
Y 0.28 -0.83 0.51
O -2.97 -0.23 -2.80
C -3.04 1.11 -2.82
C -3.95 1.69 -3.70
C -4.09 3.06 -3.79
C -3.31 3.89 -2.99
C -2.40 3.33 -2.11
C -2.25 1.94 -2.00
C -1.29 1.38 -1.01
O -1.25 0.08 -0.89
N -0.58 2.22 -0.31
N 0.17 1.52 0.62
C 1.09 2.14 1.25
C 1.82 1.54 2.36
C 2.97 2.19 2.82
C 3.66 1.74 3.92
C 3.17 0.62 4.61
C 2.03 -0.03 4.19
C 1.34 0.38 3.04
O 0.30 -0.28 2.61
H -2.31 -0.47 -2.10
H -4.54 1.02 -4.31
H -4.80 3.48 -4.48
H -3.40 4.97 -3.05
H -1.78 3.95 -1.48
H 1.32 3.17 0.98
H 3.32 3.07 2.29
H 4.56 2.24 4.26
H 3.70 0.26 5.49
H 1.66 -0.90 4.71
O 2.74 -1.52 1.37
S 3.41 -1.18 0.11
O 4.07 -2.26 -0.55
N 2.29 -0.37 -0.73
C 2.76 0.84 -1.18
O 2.16 1.62 -1.89
C 4.11 1.16 -0.57
C 4.84 2.33 -0.71
C 6.02 2.45 0.01
C 6.46 1.42 0.84
C 5.74 0.24 0.97
C 4.56 0.15 0.25
H 4.47 3.12 -1.35
H 6.61 3.35 -0.07
H 7.39 1.54 1.39
H 6.07 -0.57 1.61
Br -5.36 -4.09 1.07
C -5.29 -2.23 0.69
C -6.44 -1.64 0.19
C -6.45 -0.29 -0.12
C -5.31 0.47 0.10
C -4.17 -0.12 0.61
C -4.14 -1.48 0.90
I -2.36 -2.32 1.61
H -7.32 -2.25 0.02
H -7.35 0.16 -0.52
H -5.30 1.53 -0.15
H -3.28 0.47 0.76
O 0.01 -4.62 -2.30
S 1.08 -3.86 -1.72
O 1.85 -3.02 -2.59
N 0.54 -3.03 -0.41
C 0.87 -3.64 0.75
O 0.45 -3.23 1.84
C 1.81 -4.78 0.56
C 2.39 -5.58 1.53
C 3.26 -6.58 1.10
C 3.53 -6.77 -0.25
C 2.93 -5.97 -1.22
C 2.07 -4.98 -0.78
H 2.18 -5.41 2.57
H 3.74 -7.21 1.84
H 4.22 -7.55 -0.55
H 3.13 -6.11 -2.27
```

=====

Record 3
Here is a molecular structure, C34H22Cl2FeN7O4 from the OMol25 dataset. Energies are from the ωB97M-V functional and the def2-TZVPD basis.

Its spin multiplicity is 2. Its orbital gap (alpha / beta) is 7.06 / 6.67 eV. The calculation puts the HOMO energy (alpha / beta) at -7.496 / -7.514 eV. Its LUMO energy (alpha / beta) is -0.438 / -0.839 eV.

```
70
C34H22Cl2FeN7O4 the ωB97M-V functional and the def2-TZVPD basis
Fe -0.03 -0.21 -0.17
Cl -2.44 -5.01 -4.30
C -1.38 -4.04 -3.33
C -1.95 -3.12 -2.45
C -1.11 -2.34 -1.67
N -1.49 -1.36 -0.74
C -2.74 -1.07 -0.39
O -3.79 -1.63 -0.70
C -2.76 0.17 0.48
C -3.94 0.73 0.93
C -3.87 1.90 1.67
C -2.63 2.47 1.92
C -1.49 1.85 1.45
N -1.56 0.71 0.74
C 0.29 -2.46 -1.78
C 0.84 -3.40 -2.64
C 0.00 -4.19 -3.41
Cl 0.71 -5.35 -4.48
N 0.95 -1.66 -0.86
C 2.12 -1.96 -0.27
O 3.08 -2.56 -0.71
C 2.00 -1.57 1.19
C 2.93 -1.94 2.14
C 2.67 -1.64 3.47
C 1.50 -0.97 3.79
C 0.62 -0.62 2.77
N 0.86 -0.94 1.50
H -3.02 -3.03 -2.37
H -4.86 0.23 0.69
H -4.77 2.37 2.03
H -2.54 3.39 2.48
H -0.50 2.23 1.61
H 1.91 -3.52 -2.69
H 3.82 -2.46 1.81
H 3.36 -1.93 4.24
H 1.26 -0.70 4.81
H -0.30 -0.09 2.97
C 3.19 -2.58 -5.89
O 2.95 -1.54 -6.83
C 2.96 -0.27 -6.38
C 3.30 0.09 -5.07
C 3.23 1.42 -4.69
C 2.83 2.40 -5.59
C 2.59 2.04 -6.91
C 2.64 0.72 -7.31
N 2.68 3.80 -5.32
N 2.46 4.29 -4.20
C 1.95 3.54 -3.09
C 2.44 3.90 -1.86
C 2.18 3.16 -0.70
C 1.39 2.03 -0.76
O 1.17 1.22 0.25
C 0.74 1.74 -2.00
N -0.13 0.69 -1.97
C -0.80 0.39 -3.06
C -0.69 1.14 -4.24
C 0.19 2.19 -4.29
C 0.98 2.50 -3.16
H 3.04 -3.51 -6.43
H 2.48 -2.53 -5.07
H 4.21 -2.54 -5.51
H 3.61 -0.65 -4.35
H 3.51 1.69 -3.68
H 2.35 2.82 -7.62
H 2.43 0.42 -8.32
H 3.11 4.76 -1.82
H 2.62 3.44 0.25
H -1.48 -0.44 -3.01
H -1.30 0.88 -5.09
H 0.27 2.78 -5.19
```

=====

Record 4
Here is a molecular structure, C34H22Cl5MoN3O2Te from the OMol25 dataset. Energies are from the ωB97M-V functional and the def2-TZVPD basis.

Its spin multiplicity is 3. Its orbital gap (alpha / beta) is 4.63 / 4.48 eV. The calculation puts the HOMO energy (alpha / beta) at -12.203 / -11.964 eV. Its total charge is +2. Its LUMO energy (alpha / beta) is -7.574 / -7.489 eV.

```
68
C34H22Cl5MoN3O2Te the ωB97M-V functional and the def2-TZVPD basis
Mo 1.62 -0.39 -1.04
C -7.23 -0.89 5.09
O -5.84 -1.04 4.77
C -5.11 0.04 4.54
C -3.74 -0.21 4.28
C -2.89 0.82 4.02
C -3.39 2.14 4.01
C -4.75 2.39 4.29
C -5.61 1.35 4.54
N -2.63 3.26 3.77
N -1.45 3.27 3.49
C -0.57 2.56 2.76
C 0.75 2.45 3.24
C 1.71 1.73 2.56
C 1.39 1.14 1.34
O 2.22 0.41 0.64
C 0.08 1.32 0.79
N -0.12 0.74 -0.42
C -1.31 0.85 -0.99
C -2.35 1.56 -0.39
C -2.16 2.15 0.83
C -0.92 2.02 1.47
H -7.60 -1.90 5.25
H -7.76 -0.43 4.26
H -7.36 -0.31 6.00
H -3.40 -1.24 4.30
H -1.84 0.62 3.86
H -5.09 3.41 4.30
H -6.65 1.55 4.75
H 0.99 2.92 4.19
H 2.71 1.60 2.96
H -1.43 0.37 -1.95
H -3.30 1.63 -0.91
H -2.97 2.71 1.29
Te 2.74 1.45 -2.85
C 4.30 0.47 -1.83
C 5.48 1.11 -1.48
C 6.44 0.43 -0.75
C 6.23 -0.88 -0.35
C 5.05 -1.53 -0.67
C 4.09 -0.85 -1.41
C 2.89 0.52 -4.73
C 3.38 -0.77 -4.90
C 3.46 -1.29 -6.19
C 3.04 -0.54 -7.28
C 2.55 0.74 -7.10
C 2.48 1.29 -5.82
H 5.65 2.13 -1.79
H 7.37 0.93 -0.50
H 7.00 -1.40 0.21
H 4.88 -2.55 -0.37
H 3.24 -1.49 -1.74
H 3.72 -1.35 -4.06
H 3.85 -2.29 -6.33
H 3.11 -0.96 -8.27
H 2.24 1.33 -7.95
H 2.12 2.30 -5.69
Cl 0.65 -1.59 -3.29
C -0.13 -2.47 -1.98
C 0.31 -2.03 -0.75
C -0.27 -2.61 0.36
Cl 0.20 -2.03 1.93
C -1.21 -3.62 0.23
Cl -1.90 -4.34 1.63
C -1.61 -4.05 -1.04
Cl -2.77 -5.29 -1.21
C -1.07 -3.46 -2.18
Cl -1.54 -3.91 -3.76
```

=====

no.,DFT total energy (hartree)
1,-7500.38807
2,-5911.79016
3,-4177.27306
4,-4260.11328